Below is one molecule with the formula C3H5Br, with properties calculated with ωB97M-V with the def2-TZVPD basis set.

As for the energy above the lowest of the compared OMol25 structures with the same formula, charge and spin: 4.3 kcal/mol. The LUMO energy is 0.97 eV. The value obtained for the gap between HOMO and LUMO is 0.3808 hartree. The max |F| is 0.05891 hartree/bohr. Its SMILES is C=C(C)Br.

Each line ends with the Löwdin charge.
Cartesian coordinates (Å):
C  0.099643  1.454425  -0.021092  -0.043
C  -0.459100  0.234887  -0.067132  -0.845
C  0.342867  -1.132197  -0.002636  -0.161
Br  -2.275098  -0.125310  -0.014267  0.741
H  -0.499192  2.346743  0.102222  0.055
H  1.135489  1.560523  -0.067078  0.038
H  -0.098806  -1.553867  0.957489  0.075
H  0.296045  -1.711785  -0.944429  0.068
H  1.458150  -1.073417  0.056922  0.072

Forces on atoms 1 to 2 (eV/Å):
-2.400 -1.127 0.094
2.965 -0.619 -0.038


Below is a 3-piece molecular cluster, C4H12IO4 overall, with properties calculated with ωB97M-V with the def2-TZVPD basis set.

As for the energy above the lowest of the compared OMol25 structures with the same formula, charge and spin: 30.3 kcal/mol. Its charge is -1. The LUMO energy is 2.87 eV. The value obtained for the gap between HOMO and LUMO is 0.2507 hartree. The max |F| is 0.04734 hartree/bohr.

Each line ends with the Löwdin charge.
Cartesian coordinates (Å):
I  -22.299534  -19.170903  6.272574  -0.342
C  -22.350445  -17.841152  2.559046  -0.216
C  -21.857591  -17.366654  1.139041  -0.206
O  -22.168002  -18.337989  0.087898  -0.104
O  -21.575295  -19.037699  2.931423  -0.170
H  -23.398582  -18.132516  2.626965  0.105
H  -22.160289  -17.006206  3.233443  0.096
H  -20.781023  -17.196611  1.125646  0.108
H  -22.411052  -16.469717  0.861008  0.099
H  -22.358003  -17.830241  -0.704366  0.055
H  -21.557836  -19.100202  3.889227  -0.151
C  -18.605930  -14.558230  5.790160  -0.249
C  -19.919120  -15.249498  6.264008  -0.236
O  -20.078085  -16.520275  5.623160  -0.145
O  -18.890276  -14.010245  4.525785  -0.074
H  -17.765006  -15.248185  5.720006  0.117
H  -18.423103  -13.743544  6.490839  0.105
H  -20.821478  -14.655064  6.120841  0.117
H  -19.752419  -15.542483  7.300575  0.109
H  -20.777372  -16.907369  6.154916  -0.090
H  -18.222514  -13.326097  4.438347  0.072

Forces on atoms 1 to 2 (eV/Å):
-0.098 0.092 0.331
1.840 -1.389 -0.781


> Number 1 is which compound?

C3H5Br


> Among the records above, which one has the lowest energy above the lowest of the compared OMol25 structures with the same formula, charge and spin?

C3H5Br


Please write out number 2 again, unchanged.
Below is a 3-piece molecular cluster, C4H12IO4 overall, with properties calculated with ωB97M-V with the def2-TZVPD basis set.

As for the energy above the lowest of the compared OMol25 structures with the same formula, charge and spin: 30.3 kcal/mol. Its charge is -1. The LUMO energy is 2.87 eV. The value obtained for the gap between HOMO and LUMO is 0.2507 hartree. The max |F| is 0.04734 hartree/bohr.

Each line ends with the Löwdin charge.
Cartesian coordinates (Å):
I  -22.299534  -19.170903  6.272574  -0.342
C  -22.350445  -17.841152  2.559046  -0.216
C  -21.857591  -17.366654  1.139041  -0.206
O  -22.168002  -18.337989  0.087898  -0.104
O  -21.575295  -19.037699  2.931423  -0.170
H  -23.398582  -18.132516  2.626965  0.105
H  -22.160289  -17.006206  3.233443  0.096
H  -20.781023  -17.196611  1.125646  0.108
H  -22.411052  -16.469717  0.861008  0.099
H  -22.358003  -17.830241  -0.704366  0.055
H  -21.557836  -19.100202  3.889227  -0.151
C  -18.605930  -14.558230  5.790160  -0.249
C  -19.919120  -15.249498  6.264008  -0.236
O  -20.078085  -16.520275  5.623160  -0.145
O  -18.890276  -14.010245  4.525785  -0.074
H  -17.765006  -15.248185  5.720006  0.117
H  -18.423103  -13.743544  6.490839  0.105
H  -20.821478  -14.655064  6.120841  0.117
H  -19.752419  -15.542483  7.300575  0.109
H  -20.777372  -16.907369  6.154916  -0.090
H  -18.222514  -13.326097  4.438347  0.072

Forces on atoms 1 to 2 (eV/Å):
-0.098 0.092 0.331
1.840 -1.389 -0.781